Record 1
{"formula": "CH5NOP2", "method": "ωB97M-V/def2-TZVPD", "elements": ["P", "P", "H", "H", "H", "H", "N", "C", "O", "H"], "xyz": [[-0.3504, 1.0338, 1.0284], [1.2076, -0.1281, 0.5233], [-0.3682, 1.7638, -0.2877], [1.3878, -0.6937, 1.7922], [1.2071, -1.3478, -0.2227], [2.4568, 0.2491, 0.2560], [-3.5967, 0.3151, 0.1917], [-3.5948, -0.1640, 1.2547], [-3.5901, -0.7066, 2.2934], [-3.0972, 0.7351, -0.4966]], "lowdin_charge": [0.283, 0.319, -0.203, -0.079, -0.070, -0.116, 0.211, -0.485, 0.113, 0.026], "de_lowest_kcal_mol": 40.0, "multiplicity": 1, "lumo_energy_ev": 0.6, "fmax_ev_per_a": 2.67}


Record 2
{"formula": "CH5NOS", "method": "ωB97M-V/def2-TZVPD", "elements": ["C", "S", "N", "O", "H", "H", "H", "H", "H"], "xyz": [[0.4945, 1.2549, -0.3036], [-0.4599, 0.0896, 0.2841], [0.2808, -1.3092, -0.3140], [-1.7781, 0.1299, -0.2355], [0.0780, 2.1751, -0.3480], [1.3878, 1.2780, 0.3590], [-0.5757, -0.2955, 1.7477], [0.1105, -1.2160, -1.3247], [0.4622, -2.1069, 0.1349]], "lowdin_charge": [-0.291, 0.633, -0.114, -0.402, -0.033, 0.030, 0.096, 0.085, -0.004], "de_lowest_kcal_mol": 101.0, "multiplicity": 1, "lumo_energy_ev": 0.3, "fmax_ev_per_a": 5.83}


Record 3
{"formula": "CH5NOS", "method": "ωB97M-V/def2-TZVPD", "elements": ["C", "S", "N", "O", "H", "H", "H", "H", "H"], "xyz": [[0.3269, 1.4345, -0.3189], [-0.4829, -0.0010, 0.2051], [0.4348, -1.3087, -0.3042], [-1.8954, -0.1577, -0.1580], [-0.0963, 2.5201, -0.2567], [1.3124, 1.5034, 0.1112], [-0.3578, -0.3595, 1.7579], [0.1793, -2.2252, 0.2455], [0.5791, -1.4060, -1.2819]], "lowdin_charge": [-0.303, 0.645, -0.181, -0.439, 0.046, -0.027, 0.096, 0.119, 0.044], "de_lowest_kcal_mol": 101.5, "multiplicity": 1, "lumo_energy_ev": 0.2, "fmax_ev_per_a": 3.47}


Record 4
{"formula": "CH5NOS", "method": "ωB97M-V/def2-TZVPD", "elements": ["C", "N", "O", "S", "H", "H", "H", "H", "H"], "xyz": [[-1.6898, 0.7888, 0.2736], [2.0354, -0.9717, -0.4920], [-1.0921, -0.3835, -0.0285], [1.6202, -0.6026, 1.0299], [-1.7003, 1.3442, -0.5709], [-1.0650, 1.3244, 1.0406], [-2.8037, 0.8138, 0.7194], [2.5019, -0.4035, -1.3028], [2.1934, -1.9098, -0.6693]], "lowdin_charge": [-0.339, -0.454, -0.261, 0.744, 0.015, 0.075, 0.106, 0.125, -0.010], "de_lowest_kcal_mol": 125.8, "multiplicity": 1, "lumo_energy_ev": [-2.5, -2.5], "fmax_ev_per_a": 3.89}


Record 5
{"formula": "CH5NOS2", "method": "ωB97M-V/def2-TZVPD", "elements": ["N", "C", "O", "H", "H", "H", "S", "S", "H", "H"], "xyz": [[0.5587, -0.3190, 1.2957], [1.2002, 0.8513, 1.4706], [1.2169, 1.7724, 0.6541], [0.5141, -0.7195, 0.4279], [-0.2880, -0.5604, 1.8437], [1.6797, 0.9184, 2.5156], [-0.0366, -0.4533, -1.9616], [-1.8245, 0.2532, -1.2264], [-0.5097, -1.4756, -2.7948], [-2.5106, -0.2676, -2.2249]], "lowdin_charge": [0.073, -0.404, 0.002, -0.056, 0.123, 0.137, 0.239, 0.253, -0.147, -0.221], "de_lowest_kcal_mol": 27.5, "multiplicity": 1, "lumo_energy_ev": 0.2, "fmax_ev_per_a": 3.25}


Record 6
{"formula": "CH5NP2", "method": "ωB97M-V/def2-TZVPD", "elements": ["C", "N", "P", "P", "H", "H", "H", "H", "H"], "xyz": [[1.2859, -0.6188, 0.5464], [2.3012, 2.3953, -2.4992], [1.4488, 3.5341, -2.0591], [3.3857, 1.4105, -3.0914], [1.7177, -1.4885, 0.9356], [0.4281, -0.8917, -0.0919], [1.9089, -0.0774, -0.1818], [2.5183, 0.4452, -3.0691], [0.9418, -0.0161, 1.3428]], "lowdin_charge": [-0.038, -1.095, 0.692, 0.646, -0.006, 0.026, 0.006, -0.231, 0.000], "de_lowest_kcal_mol": 26.7, "multiplicity": 1, "lumo_energy_ev": -0.7, "fmax_ev_per_a": 3.51}


Record 7
{"formula": "CH5NP2", "method": "ωB97M-V/def2-TZVPD", "elements": ["C", "N", "P", "P", "H", "H", "H", "H", "H"], "xyz": [[0.3469, 1.2945, -0.8783], [1.4478, -0.5894, 0.3810], [2.6370, -1.3452, 0.9786], [-0.0753, -0.2396, 0.1609], [1.3400, 1.0971, -1.4900], [0.6932, 2.1461, -0.1033], [-0.5609, 1.6979, -1.3991], [-0.2037, -0.4986, 3.2944], [-0.2087, -0.6199, 2.6269]], "lowdin_charge": [-0.405, -0.943, 0.562, 0.719, 0.054, 0.058, 0.003, 0.028, -0.076], "de_lowest_kcal_mol": 16.3, "multiplicity": 3, "s_squared": 2.025, "lumo_energy_ev": [-0.2, -1.4], "fmax_ev_per_a": 2.98}


Record 8
{"formula": "CH5NS", "method": "ωB97M-V/def2-TZVPD", "elements": ["C", "N", "S", "H", "H", "H", "H", "H"], "xyz": [[1.2836, 0.4989, 0.2137], [-2.0640, -0.3943, 0.1062], [0.5698, -1.0576, -0.2721], [2.1402, 0.8586, -0.3920], [1.8234, 0.3231, 1.0968], [0.4445, 1.3040, 0.0850], [-1.9682, -0.1312, -0.8868], [-2.2293, -1.4015, 0.0493]], "lowdin_charge": [-0.580, 0.020, 0.596, 0.031, -0.019, 0.072, -0.059, -0.062], "de_lowest_kcal_mol": 75.4, "multiplicity": 1, "lumo_energy_ev": [-2.2, -2.2], "fmax_ev_per_a": 3.27}


Record 9
{"formula": "CH5O2", "method": "ωB97M-V/def2-TZVPD", "elements": ["C", "O", "H", "H", "H", "H", "H", "O"], "xyz": [[-0.1583, -0.8272, -0.7640], [0.5557, -0.8386, 0.4417], [-0.9198, -1.6035, -0.7125], [-0.6476, 0.1304, -0.9909], [0.6747, -0.9187, -1.4643], [-0.4314, 1.7406, 0.9074], [0.6107, 0.7284, 1.1052], [0.3159, 1.5887, 1.4774]], "lowdin_charge": [-0.145, -0.044, 0.086, 0.082, 0.113, 0.006, -0.023, -0.074], "de_lowest_kcal_mol": 10.1, "multiplicity": 2, "s_squared": 0.754, "lumo_energy_ev": [0.8, -2.1], "fmax_ev_per_a": 1.57}


Record 10
{"formula": "CH5O2P", "method": "ωB97M-V/def2-TZVPD", "elements": ["C", "P", "O", "O", "H", "H", "H", "H", "H"], "xyz": [[-1.0799, -0.0919, 0.4348], [-0.0096, 1.2190, -0.2781], [1.5129, 0.1280, -0.8728], [2.4739, -0.1706, 0.0802], [-2.0543, 0.3278, 0.4352], [-0.8765, -0.4317, 1.4484], [-1.4748, -1.0409, -0.0784], [-0.6078, 1.0640, -1.6068], [2.1161, -1.0036, 0.4375]], "lowdin_charge": [-0.425, 0.927, -0.486, -0.142, -0.006, 0.022, 0.071, -0.046, 0.085], "de_lowest_kcal_mol": 90.9, "multiplicity": 1, "lumo_energy_ev": 0.6, "fmax_ev_per_a": 3.66}